Below is C17H26BBr30Cl2GaNO2 as an isolated structure, with properties calculated with ωB97M-V/def2-TZVPD.

## Properties
DFT total energy: -2203008.632 eV
Orbital gap: 6.42 eV
Charge: -1
E_HOMO: -5.4 eV

Each line ends with the Löwdin charge.
Cartesian coordinates (Å):
1 H 2.698275 0.101466 3.013805  0.05
2 Cl 0.054079 -0.112812 3.599199  0.61
3 H -3.726978 1.725363 -0.431363  0.01
4 H -4.318229 3.909422 -0.308016  0.09
5 Br 1.274310 -5.065379 -4.382886  0.54
6 Cl 0.731634 1.906439 -0.093708  0.55
7 Br -2.742182 -0.120054 -2.387030  0.70
8 H 5.031632 -1.441440 -6.340812  -0.03
9 N -4.336337 5.397104 1.848130  -0.01
10 O -5.439082 -0.828159 1.620587  0.11
11 C -3.705389 4.070560 1.708912  -0.36
12 Br 1.891675 -0.045944 6.626665  0.57
13 C 2.291224 0.692329 2.197986  -0.17
14 Br 2.953857 -5.631483 -10.646041  0.57
15 C -1.468913 0.056740 -3.806453  -1.61
16 H 8.032797 -4.073702 -2.530927  -0.03
17 Br 2.372747 -2.504360 -10.748175  0.56
18 H -9.367531 2.824123 2.802679  -0.03
19 C 5.557762 1.765150 -0.513351  -1.61
20 H -4.390088 0.673780 3.684266  0.06
21 C 4.265821 -1.899805 -5.733035  -1.60
22 C -0.039705 1.176507 1.313249  -0.70
23 C -3.393148 3.748903 0.263429  -0.28
24 H -2.151372 2.373104 -0.828496  -0.02
25 Br 4.082428 1.508574 -1.717879  0.54
26 Br 6.002578 -3.142288 -1.473709  0.51
27 Br -8.047366 0.847544 3.477439  0.65
28 C -2.887594 -0.704475 1.439365  -0.12
29 H 6.348417 2.254463 -1.061910  -0.03
30 H 0.949748 -4.406511 -11.407183  -0.03
31 Br 5.092391 2.919926 0.950200  0.61
32 H -2.374508 1.808233 2.948674  -0.01
33 C 2.126097 -3.656214 1.469213  -1.62
34 Br 0.538502 -4.414308 -8.974041  0.56
35 Br 3.882731 -0.699211 -4.281097  0.53
36 C -0.518485 -5.132153 -3.697588  -1.67
37 H -2.776991 4.091197 2.273952  0.05
38 H -4.297308 3.255791 2.141490  0.07
39 C -8.788374 2.112990 2.233165  -1.63
40 Br -1.613930 3.942148 5.333923  0.57
41 H 2.596966 1.730402 2.340419  0.04
42 Br -9.988439 1.263055 0.991867  0.57
43 Br 4.793900 -0.535158 7.814335  0.55
44 Br 3.389387 -3.440545 2.910856  0.57
45 H -1.034143 -4.273352 -4.104210  -0.06
46 C -2.892551 2.305853 -0.033498  -0.28
47 Br 9.039921 -2.975803 -0.559558  0.56
48 C 0.788274 0.658941 2.211091  -0.84
49 H -6.089264 -0.328781 2.126378  -0.01
50 C 7.831194 -3.127430 -2.051787  -1.63
51 H -5.318661 5.318816 1.602997  0.01
52 C 3.017010 0.126088 8.165833  -1.64
53 H 2.598438 -0.481812 8.953674  -0.03
54 Br 1.522141 3.806157 5.784555  0.52
55 Br 0.319514 -3.571794 2.106783  0.60
56 Br -0.103386 -1.300753 -3.696512  0.56
57 H 0.080053 2.549065 4.191790  -0.08
58 Br 0.373067 4.667505 2.952564  0.59
59 Br 2.724911 -2.161685 -6.855712  0.53
60 H -2.218541 -1.477067 1.818203  0.02
61 H -2.661938 4.452801 -0.134195  0.10
62 H -3.116848 -0.913877 0.391333  -0.01
63 H -1.998371 -0.099149 -4.734151  -0.04
64 O -4.212425 -0.268407 3.596280  0.05
65 B -4.206553 -0.616628 2.220710  -0.80
66 Br 8.153984 -1.744483 -3.353358  0.55
67 Br 6.236523 0.067201 0.075773  0.55
68 Br -7.398201 3.081790 1.325639  0.63
69 Br 2.453477 -2.390711 0.062162  0.58
70 H 2.673450 0.372635 1.233519  0.01
71 C 1.608010 -4.259184 -10.564363  -1.65
72 Br -0.696445 1.817295 -3.881499  0.58
73 Ga -2.097024 1.192649 1.495529  0.37
74 Br 4.973440 -3.580818 -5.108526  0.54
75 H 2.282414 -4.640734 1.054495  -0.03
76 Br -1.459401 -6.700927 -4.306196  0.56
77 H -4.346064 5.628892 2.836429  0.05
78 C 0.087197 3.583167 4.512396  -1.62
79 Br 3.075079 1.943760 8.814403  0.54
80 Br -0.575298 -4.960541 -1.789106  0.57

Forces on atoms 1 to 2 (eV/Å):
0.14 -0.15 -0.09
0.01 -0.12 0.41

=====

Below is a 5-piece molecular cluster, C17H26Br9ClN2O2 overall, with properties calculated with ωB97M-V/def2-TZVPD.

## Properties
DFT total energy: -668030.741 eV
SMILES string: C[C@H](Br)CC1=C(Cl)C(=O)C(N)=C(N)C1=O.BrCCBr.BrCCBr.BrCCBr.BrCCBr
Orbital gap: 7.65 eV
E_HOMO: -8.3 eV

Each line ends with the Löwdin charge.
Cartesian coordinates (Å):
1 Br -0.336522 0.486938 3.710531  0.60
2 H -2.272628 -0.640021 4.787627  0.05
3 C -2.062432 0.407927 4.603384  -0.72
4 O 3.106894 0.558911 2.208987  0.09
5 H 2.861567 2.623614 0.879128  0.09
6 H 7.026272 1.421396 1.261864  0.08
7 C 1.293277 4.555569 -4.629678  -0.67
8 C 5.143120 -1.320185 1.168038  -0.19
9 H 5.400102 -2.363091 1.050194  0.10
10 H -2.422759 -3.177320 -0.974816  0.06
11 C 2.365209 0.939400 -0.014958  -0.21
12 H -8.775515 -2.665370 0.419160  0.06
13 N 1.043866 0.806588 -2.039078  0.12
14 C 1.833917 -1.253233 -0.838958  -0.33
15 H -7.955509 -4.705396 -0.964282  0.05
16 C -7.737516 -3.662887 -1.169358  -0.69
17 N 2.394119 2.344093 0.024176  0.12
18 Br -2.079571 -1.040902 -2.157468  0.63
19 C 6.269275 -0.471969 0.557331  -0.68
20 H -2.778058 0.796787 3.884217  0.00
21 H 7.223484 -0.783549 0.950150  0.08
22 H 1.208554 5.604905 -4.356365  0.06
23 H -8.444256 -3.282562 -1.903289  0.06
24 C -2.077927 1.235317 5.860216  -0.70
25 Br -6.002467 -3.612337 -2.046062  0.65
26 H 5.329055 1.242768 1.537398  0.06
27 H 1.462174 2.742920 0.071118  0.10
28 Br -6.817515 -3.660160 1.546746  0.62
29 H 1.492721 1.708308 -2.231101  -0.06
30 H -0.587326 3.792333 -3.864665  0.05
31 C -7.755596 -2.808116 0.069850  -0.69
32 C 1.749845 0.227107 -0.969402  -0.20
33 H 5.140333 -1.047148 2.219549  0.13
34 Br 2.261520 3.715004 -3.165647  0.71
35 H -3.097145 1.362824 6.217848  0.06
36 H -3.854596 -2.551653 0.880811  0.03
37 O 0.907814 -2.004804 -1.042449  0.09
38 Br -1.127591 0.359760 7.315615  0.60
39 C -3.602265 -1.787471 0.149144  -0.72
40 H -4.451454 -1.621168 -0.502229  0.00
41 Cl 3.799363 -3.185062 -1.048879  0.75
42 H 1.914254 4.461554 -5.514093  0.05
43 H -0.681194 4.553672 -5.464640  0.06
44 H -1.458249 -2.064053 0.012546  0.04
45 H -1.616708 2.207760 5.725686  0.05
46 C -0.069453 3.940963 -4.806600  -0.69
47 C -2.352216 -2.160429 -0.595193  -0.69
48 C 3.174185 -1.739096 -0.362404  -0.54
49 Br 6.414899 -0.740935 -1.387817  0.68
50 C 3.806470 -1.032077 0.575183  -0.20
51 Br 0.038153 2.200009 -5.667518  0.61
52 H 1.249894 0.246417 -2.860783  0.09
53 C 6.113924 1.029059 0.823673  -0.13
54 Br -3.347556 -0.150448 1.177038  0.64
55 C 3.080884 0.194914 1.047731  -0.31
56 H -7.287079 -1.841311 -0.082165  0.05
57 H 5.945955 1.605945 -0.075037  0.06

Forces on atoms 1 to 2 (eV/Å):
0.05 -0.04 0.04
-0.03 -0.01 0.04

=====

Below is C17H26ClIrO2P2 as an isolated structure, with properties calculated with ωB97M-V/def2-TZVPD.

## Properties
Energy above the lowest of the compared OMol25 structures with the same formula, charge and spin: 1.032 eV
DFT total energy: -56049.147 eV
Multiplicity: 6
Orbital gap (spin up / spin down): 5.51 / 4.69 eV
<S²>: 8.793
Charge: +3
E_HOMO (spin up / spin down): -15.2 / -18.4 eV

Each line ends with the Löwdin charge.
Cartesian coordinates (Å):
1 C -1.248552 1.048260 -1.491185  -0.35
2 H -3.532213 -3.486143 -1.912674  0.10
3 C -2.618988 1.496438 1.443211  -0.19
4 H -2.983721 2.016740 0.547017  0.06
5 C 3.341617 3.534316 1.943396  0.07
6 H -1.322882 -1.972866 2.447406  0.01
7 Cl -0.239632 -2.570996 0.237947  0.32
8 C 3.190570 1.927631 3.798028  0.07
9 H -1.946723 -0.591713 3.442568  0.08
10 C -3.032777 -3.059156 -2.798745  -0.02
11 H -1.724579 2.009221 1.824103  0.07
12 C 3.703769 3.095417 3.221831  0.03
13 H -4.512355 -0.672904 1.595041  0.09
14 C 2.295673 1.154593 3.072268  0.11
15 H -2.215008 -3.698401 -3.176899  0.10
16 H 2.215729 1.408371 -1.701838  0.05
17 C 1.827061 0.852529 -2.564519  -0.18
18 H -0.036533 -1.529064 -3.970888  0.06
19 O -1.262680 2.193904 -1.670154  0.19
20 C 0.135560 0.289249 0.209808  -0.42
21 H -4.164891 -0.995880 -0.158031  0.05
22 C 2.420459 2.794514 1.224939  0.09
23 C 0.980508 0.805579 0.986784  -0.07
24 H -3.836803 -3.202298 -3.595897  0.13
25 C -2.627647 -1.584560 -2.571242  -0.30
26 H -0.360960 -0.469675 2.570132  0.02
27 H 0.871250 -2.831776 -3.101703  0.07
28 H 4.428870 3.679983 3.770700  0.14
29 H 3.483582 1.617331 4.801111  0.16
30 H 1.080393 1.452540 -3.100730  0.07
31 H -3.408682 1.498988 2.211512  0.09
32 C -3.780600 -1.103203 0.876996  -0.21
33 H 3.759264 4.438189 1.500346  0.16
34 C 0.894032 -1.784737 -3.442160  -0.20
35 H 2.406986 -0.914461 0.002290  0.03
36 P -2.205700 -0.216279 1.024570  0.73
37 H 2.657030 0.614960 -3.241260  0.08
38 Ir -1.098351 -0.770609 -0.979889  0.83
39 C 2.378699 -1.455346 -0.942211  -0.25
40 H 1.866859 0.238162 3.495484  0.15
41 O -3.087652 -0.638947 -3.200900  0.17
42 H 1.752804 -1.627556 -4.111979  0.09
43 H 3.353022 -1.411902 -1.426958  0.08
44 P 1.115983 -0.720946 -1.991902  0.76
45 C 1.894780 1.574617 1.762896  -0.16
46 H 2.079814 3.116553 0.235583  0.15
47 H -3.616064 -2.179201 1.093163  0.08
48 H 2.109642 -2.489305 -0.732719  0.02
49 C -1.379965 -0.880162 2.545352  -0.23

Forces on atoms 1 to 2 (eV/Å):
-1.11 7.19 -3.17
0.80 0.28 0.09